#one
The following is a quantum chemistry calculation of C3H7N5 as an isolated structure, from the Open Molecules 2025 dataset.

Computed properties:
Lowest unoccupied orbital energy (eV): -0.1
Frontier orbital gap (eV): 9.2

ORCA input file:
```
! wB97M-V def2-TZVPD RIJCOSX def2/J DEFGRID3
* xyz 0 1
N -1.40 0.98 0.43
N 1.78 -0.85 0.61
N -1.74 -0.11 -0.51
N -0.03 -1.42 -1.71
N 0.49 1.88 1.41
C -0.14 0.98 0.86
C -0.41 -0.74 -0.78
C 0.35 -0.43 0.47
H 2.32 -0.05 0.03
H -0.37 -1.11 1.14
H -1.39 0.82 -1.45
H -0.83 -1.36 -2.46
H 1.76 -1.93 0.22
H 1.55 1.64 1.70
H -1.91 1.72 0.04
*
```

Atom charges from the Löwdin analysis, given in e for atoms 1 to 8:
1. N -0.034
2. N 0.002
3. N 0.079
4. N 0.140
5. N 0.121
6. C -0.517
7. C -0.535
8. C -0.324



#two
The following is a quantum chemistry calculation of C3H7N5 as an isolated structure, from the Open Molecules 2025 dataset.

Computed properties:
Lowest unoccupied orbital energy (eV): 0.4
Frontier orbital gap (eV): 8.1

ORCA input file:
```
! wB97M-V def2-TZVPD RIJCOSX def2/J DEFGRID3
* xyz 0 1
N -0.62 2.55 0.03
N 1.55 -1.52 0.06
N 0.85 0.65 0.68
N -1.24 -2.19 0.22
N -0.86 -1.01 0.42
C -0.09 1.45 -0.25
C -0.36 0.42 -1.23
C 0.52 -0.76 0.12
H 0.41 0.24 -1.96
H -1.33 0.50 -1.72
H 1.28 -2.49 -0.08
H 1.84 0.80 0.49
H 0.66 0.73 1.68
H -0.41 2.92 0.96
H -2.20 -2.27 0.58
*
```

Atom charges from the Löwdin analysis, given in e for atoms 1 to 8:
1. N 0.158
2. N 0.095
3. N 0.163
4. N 0.050
5. N -0.067
6. C -0.417
7. C -0.034
8. C -0.572



#three
The following is a quantum chemistry calculation of the molecule C3H7N5, from the Open Molecules 2025 dataset.

Computed properties:
Lowest unoccupied orbital energy (eV): 0.4
Structure (SMILES): [H]/N=C/N(/C=N/[H])/C(N)=N/[H]
Frontier orbital gap (eV): 9.7

ORCA input file:
```
! wB97M-V def2-TZVPD RIJCOSX def2/J DEFGRID3
* xyz 0 1
N 1.99 -0.38 -1.78
N -0.27 -2.50 -0.66
N -1.24 0.38 1.63
N -0.05 0.00 -0.46
N -0.01 2.03 0.45
C -0.39 0.84 0.64
C -0.21 -1.40 0.03
C 0.98 0.31 -1.44
H -1.99 -0.31 1.33
H 2.76 0.18 -2.19
H -0.55 2.68 0.94
H -0.07 -1.35 1.25
H 1.07 1.30 -1.75
H -0.17 -3.13 0.16
H -1.86 1.36 1.86
*
```

Atom charges from the Löwdin analysis, given in e for atoms 1 to 8:
1. N 0.093
2. N 0.103
3. N 0.055
4. N -0.008
5. N 0.130
6. C -0.577
7. C -0.251
8. C -0.217



Most favorable structure: #three. The second most favorable one is 44.6 kcal/mol above it.



#one
The following is a quantum chemistry calculation of the molecule CH3NO2, from the Open Molecules 2025 dataset.

Computed properties:
Lowest unoccupied orbital energy (eV): 0.4
Structure (SMILES): NC(=O)O
Frontier orbital gap (eV): 11.0

ORCA input file:
```
! wB97M-V def2-TZVPD RIJCOSX def2/J DEFGRID3
* xyz 0 1
O 0.95 1.50 -0.03
O 1.28 -0.66 -0.01
N -0.86 0.12 -0.11
C 0.47 0.40 -0.04
H -1.50 0.85 0.10
H 0.82 -1.46 -0.24
H -1.16 -0.75 0.32
*
```

And the Löwdin charges, in e, turn out to be:
1. O 0.098
2. O 0.127
3. N 0.159
4. C -0.690
5. H 0.101
6. H 0.096
7. H 0.110



#two
The following is a quantum chemistry calculation of CH3NO2 as an isolated structure, from the Open Molecules 2025 dataset.

Computed properties:
Lowest unoccupied orbital energy (eV): 0.5
Frontier orbital gap (eV): 10.8

ORCA input file:
```
! wB97M-V def2-TZVPD RIJCOSX def2/J DEFGRID3
* xyz 0 1
O -1.18 0.63 -1.13
O 0.35 1.91 -0.45
N -0.23 0.87 -0.56
C 0.30 -0.67 0.47
H 0.83 -0.56 1.38
H 0.59 -1.25 -0.44
H -0.66 -0.93 0.73
*
```

And the Löwdin charges, in e, turn out to be:
1. O 0.092
2. O 0.053
3. N -0.408
4. C 0.142
5. H 0.043
6. H 0.075
7. H 0.003



Most favorable structure: #one. The second most favorable one is 118.0 kcal/mol above it.



#one
The following is a quantum chemistry calculation of a 2-piece molecular cluster, C2H4O2S overall, from the Open Molecules 2025 dataset.

Computed properties:
Lowest unoccupied orbital energy (eV): -0.9
Frontier orbital gap (eV): 9.6

ORCA input file:
```
! wB97M-V def2-TZVPD RIJCOSX def2/J DEFGRID3
* xyz 0 1
S 1.66 -1.98 -0.84
O 1.42 -2.75 0.37
O 0.86 -2.28 -1.99
C -0.59 -0.13 0.23
C 0.57 0.35 -0.19
H -0.80 -0.27 1.21
H -1.48 -0.36 -0.50
H 0.85 0.45 -1.24
H 1.34 0.51 0.38
*
```

Atom charges from the Löwdin analysis, given in e for atoms 1 to 8:
1. S 0.854
2. O -0.424
3. O -0.419
4. C -0.041
5. C -0.159
6. H 0.022
7. H 0.116
8. H 0.060



#two
The following is a quantum chemistry calculation of the molecule C2H4O2S, from the Open Molecules 2025 dataset.

Computed properties:
Lowest unoccupied orbital energy (eV): 0.7
Structure (SMILES): O=S1(=O)CC1
Frontier orbital gap (eV): 11.2

ORCA input file:
```
! wB97M-V def2-TZVPD RIJCOSX def2/J DEFGRID3
* xyz 0 1
S -0.17 -0.99 0.01
O -0.79 -1.73 -1.06
O 0.32 -1.75 1.11
C 0.75 0.42 -0.47
C -0.56 0.66 0.37
H 0.48 0.57 -1.53
H -1.38 1.19 0.14
H -0.32 0.83 1.41
H 1.68 0.80 0.02
*
```

Atom charges from the Löwdin analysis, given in e for atoms 1 to 8:
1. S 0.648
2. O -0.309
3. O -0.305
4. C -0.189
5. C -0.197
6. H 0.096
7. H 0.048
8. H 0.091



#three
The following is a quantum chemistry calculation of a 2-piece molecular cluster, C2H4O2S overall, from the Open Molecules 2025 dataset.

Computed properties:
Lowest unoccupied orbital energy (eV): 0.3
Structure (SMILES): C=C=O.OS
Frontier orbital gap (eV): 9.5

ORCA input file:
```
! wB97M-V def2-TZVPD RIJCOSX def2/J DEFGRID3
* xyz 0 1
S 3.42 0.20 0.40
O -1.05 1.87 0.13
O 2.71 -0.75 -0.81
C -1.28 0.77 -0.06
C -1.52 -0.49 -0.38
H -2.52 -0.94 -0.28
H 2.47 1.22 0.62
H 2.94 -0.60 -1.76
H -0.72 -1.20 -0.64
*
```

Atom charges from the Löwdin analysis, given in e for atoms 1 to 8:
1. S 0.674
2. O 0.176
3. O -0.596
4. C -0.296
5. C -0.006
6. H 0.060
7. H -0.133
8. H 0.056



#four
The following is a quantum chemistry calculation of the molecule C2H4O2S, from the Open Molecules 2025 dataset.

Computed properties:
Lowest unoccupied orbital energy (eV): -0.2
Frontier orbital gap (eV): 9.0

ORCA input file:
```
! wB97M-V def2-TZVPD RIJCOSX def2/J DEFGRID3
* xyz 0 1
S -1.40 -0.94 -0.01
O -1.80 -0.81 -1.41
O -3.14 0.89 1.15
C 0.41 -0.63 -0.01
C -2.04 0.71 0.69
H 0.66 -0.32 -1.00
H 0.53 0.11 0.78
H 0.95 -1.53 0.23
H -1.28 1.46 0.69
*
```

Atom charges from the Löwdin analysis, given in e for atoms 1 to 8:
1. S 0.877
2. O -0.552
3. O 0.041
4. C -0.231
5. C -0.341
6. H 0.047
7. H 0.037
8. H 0.041



Most favorable structure: #one. The second most favorable one is 2.2 kcal/mol above it.



#one
The following is a quantum chemistry calculation of the molecule C2H5NO2, from the Open Molecules 2025 dataset.

Computed properties:
Lowest unoccupied orbital energy (eV): 0.8
Structure (SMILES): CN(O)C=O
Frontier orbital gap (eV): 10.1

ORCA input file:
```
! wB97M-V def2-TZVPD RIJCOSX def2/J DEFGRID3
* xyz 0 1
O 1.62 -0.33 1.62
O 0.26 -1.57 -0.22
N 0.11 -0.20 -0.02
C 0.84 0.34 0.96
C -0.93 0.39 -0.80
H -0.75 0.22 -1.86
H 0.98 -1.77 0.42
H -1.92 0.01 -0.54
H -0.90 1.48 -0.62
H 0.68 1.43 1.06
*
```

Atom charges from the Löwdin analysis, given in e for atoms 1 to 8:
1. O 0.007
2. O 0.029
3. N -0.208
4. C -0.321
5. C -0.037
6. H 0.093
7. H 0.100
8. H 0.092



#two
The following is a quantum chemistry calculation of a 2-piece molecular cluster, C2H5NO2 overall, from the Open Molecules 2025 dataset.

Computed properties:
Lowest unoccupied orbital energy (eV): 0.3
Structure (SMILES): NC=O.C=O
Frontier orbital gap (eV): 10.1

ORCA input file:
```
! wB97M-V def2-TZVPD RIJCOSX def2/J DEFGRID3
* xyz 0 1
O -1.73 -1.47 -1.17
O 1.41 1.66 0.71
N -0.65 -0.61 0.67
C -1.27 -1.59 0.00
C 2.11 1.87 -0.31
H -0.90 0.26 0.17
H 2.12 2.95 -0.71
H -0.53 -0.69 1.68
H -1.22 -2.48 0.59
H 2.63 1.06 -0.92
*
```

Atom charges from the Löwdin analysis, given in e for atoms 1 to 8:
1. O -0.050
2. O -0.086
3. N 0.107
4. C -0.394
5. C -0.095
6. H 0.117
7. H 0.092
8. H 0.109



#three
The following is a quantum chemistry calculation of the molecule C2H5NO2, from the Open Molecules 2025 dataset.

Computed properties:
Lowest unoccupied orbital energy (eV): 1.1
Structure (SMILES): NO[C@@H]1CO1
Frontier orbital gap (eV): 10.2

ORCA input file:
```
! wB97M-V def2-TZVPD RIJCOSX def2/J DEFGRID3
* xyz 0 1
O 0.45 -0.57 0.66
O -0.54 0.95 -1.00
N 1.75 0.05 0.56
C -1.36 -0.34 -0.68
C -0.68 0.53 0.28
H 1.79 0.37 -0.41
H -0.99 1.14 1.12
H 2.38 -0.74 0.64
H -2.43 -0.20 -0.79
H -0.37 -1.19 -0.38
*
```

Atom charges from the Löwdin analysis, given in e for atoms 1 to 8:
1. O -0.255
2. O -0.031
3. N 0.033
4. C -0.010
5. C -0.320
6. H 0.073
7. H 0.151
8. H 0.079



#four
The following is a quantum chemistry calculation of a 2-piece molecular cluster, C2H5NO2 overall, from the Open Molecules 2025 dataset.

Computed properties:
Lowest unoccupied orbital energy (eV): 0.7
Structure (SMILES): C=NO.C=O
Frontier orbital gap (eV): 11.0

ORCA input file:
```
! wB97M-V def2-TZVPD RIJCOSX def2/J DEFGRID3
* xyz 0 1
O 0.29 1.38 0.03
O -3.06 0.56 -0.30
N 0.92 0.22 -0.42
C 2.17 0.20 -0.33
C -2.86 -0.56 0.05
H 2.65 -0.70 -0.69
H 2.78 1.00 0.07
H -3.65 -1.33 0.08
H -0.65 1.25 -0.17
H -1.86 -0.92 0.37
*
```

Atom charges from the Löwdin analysis, given in e for atoms 1 to 8:
1. O -0.066
2. O -0.001
3. N -0.102
4. C -0.052
5. C -0.138
6. H 0.063
7. H 0.078
8. H 0.081



Most favorable structure: #two. The second most favorable one is 5.9 kcal/mol above it.